No. 1
The following is a quantum chemistry calculation of a cluster of 2 separate species, C38H54N4O6S in total, from OMol25.

Properties
* SMILES: [H]/N=C(\N)NCCCCN1c2ccc(C[C@H](C)OCc3ccccc3)cc2Sc2cc(CCCO)c(CCCC(=O)O)cc21.COCCOC
* LUMO energy: 0.023 eV
* gap between HOMO and LUMO: 8.29 eV
* HOMO energy: -8.27 eV

Positions of all 103 atoms, in Å:
H (-0.538258, -5.680819, -2.002084)
N (-1.409390, -5.217162, -1.672736)
C (-1.216444, -4.777634, -0.438030)
N (0.164751, -5.018836, 0.114457)
N (-2.279684, -4.072836, 0.327912)
C (-2.555203, -4.756940, 1.639319)
C (-1.717326, -4.036455, 2.806062)
C (-2.529169, -2.923592, 3.635538)
C (-1.454905, -1.893150, 4.241772)
N (-1.604897, -0.479021, 3.769851)
C (-1.793906, -0.381403, 2.306737)
C (-3.176989, 0.062248, 1.707316)
C (-3.374679, 0.209895, 0.155852)
C (-2.232533, -0.070943, -0.881037)
C (-2.406128, 0.114531, -2.461999)
C (-1.593259, 1.439406, -2.939156)
C (-1.965457, 1.735203, -4.498779)
O (-0.166707, 1.153891, -2.834424)
C (0.610591, 2.377332, -2.916590)
C (1.937061, 1.999344, -3.761768)
C (3.379497, 2.357775, -3.334158)
C (4.584755, 1.890126, -4.228091)
C (4.337309, 1.079965, -5.551290)
C (2.897318, 0.747891, -6.008052)
C (1.711192, 1.214885, -5.106557)
C (-0.869423, -0.516004, -0.293013)
C (-0.663696, -0.658848, 1.240225)
S (0.984037, -1.142204, 1.982797)
C (1.043707, -0.021000, 3.481679)
C (2.379998, 0.633492, 3.898570)
C (2.355958, 1.591888, 5.130445)
C (3.774586, 2.291680, 5.495842)
C (4.982585, 1.231448, 5.525909)
C (5.802852, 1.123339, 4.140202)
O (6.287939, -0.227082, 3.861782)
C (1.036389, 1.859830, 5.909993)
C (1.018948, 2.869503, 7.174265)
C (-0.464655, 3.238637, 7.666102)
C (-1.286483, 4.126887, 6.574994)
C (-1.273187, 5.698092, 6.948785)
O (-1.556939, 6.098437, 8.113531)
O (-0.982369, 6.724646, 5.991114)
C (-0.291494, 1.147999, 5.447301)
C (-0.330310, 0.190651, 4.201594)
H (0.115258, -5.362326, 1.083546)
H (0.725954, -4.151143, 0.043525)
H (-1.959004, -3.104496, 0.516847)
H (-2.112097, -5.823064, 1.534457)
H (-3.664857, -4.893569, 1.863159)
H (-0.697120, -3.661526, 2.407674)
H (-1.440835, -4.865846, 3.568570)
H (-3.002697, -3.477653, 4.535420)
H (-3.397494, -2.444223, 3.073116)
H (-1.618101, -1.869617, 5.388413)
H (-0.415136, -2.344405, 4.089026)
H (-4.035122, 0.310630, 2.436164)
H (-4.418057, 0.572765, -0.171216)
H (-3.519597, 0.384688, -2.624213)
H (-2.068599, -0.780782, -3.080918)
H (-1.899636, 2.379684, -2.367180)
H (-3.040888, 2.116189, -4.564875)
H (-1.297700, 2.579323, -4.922905)
H (-1.752365, 0.811581, -5.139279)
H (0.931801, 2.713322, -1.861361)
H (0.052173, 3.258366, -3.379533)
H (3.548926, 2.958718, -2.372321)
H (5.670692, 2.121897, -3.975633)
H (5.218543, 0.749559, -6.199764)
H (2.671135, 0.157474, -6.962508)
H (0.631046, 0.984812, -5.421960)
H (0.041890, -0.741282, -0.950002)
H (3.306008, 0.391724, 3.281313)
H (3.985281, 2.995161, 4.598063)
H (3.704931, 2.963130, 6.417127)
H (4.558596, 0.204640, 5.793992)
H (5.741302, 1.620133, 6.308219)
H (5.213023, 1.452656, 3.218389)
H (6.756671, 1.773964, 4.197362)
H (5.539364, -0.833951, 3.679749)
H (1.688368, 2.439160, 8.005469)
H (1.495774, 3.846322, 6.791640)
H (-1.116636, 2.301270, 7.852893)
H (-0.407807, 3.765569, 8.691014)
H (-2.382987, 3.761830, 6.531316)
H (-0.876826, 3.962723, 5.505170)
H (-0.057686, 6.632676, 5.667318)
H (-1.287511, 1.306996, 6.000840)
C (-3.333842, -1.983451, -7.591974)
O (-2.184452, -1.242623, -7.200822)
C (-1.038129, -2.071540, -7.018050)
C (-0.114811, -2.028375, -8.232379)
O (-0.737882, -2.592326, -9.384134)
C (-1.267691, -1.602716, -10.256227)
H (-4.068711, -1.284547, -7.994883)
H (-3.102576, -2.723829, -8.361778)
H (-3.764128, -2.484328, -6.720079)
H (-1.338224, -3.101810, -6.789922)
H (-0.495223, -1.680539, -6.151954)
H (0.771977, -2.633626, -8.020209)
H (0.219259, -1.004325, -8.435520)
H (-0.459429, -1.156598, -10.842249)
H (-1.800741, -0.818349, -9.712064)
H (-1.969356, -2.089185, -10.936059)

Cartesian forces (eV/Å) of the 6 atoms listed first:
H -0.63 0.44 0.59
N 0.22 1.37 3.34
C 0.50 -0.92 -2.70
N -1.39 0.61 0.11
N 1.04 -0.88 -0.37
C 1.76 -0.67 0.23

These are the Mulliken partial charges, in e, on atoms 1 to 8: H 0.329; N -0.650; C 0.388; N -0.596; N -0.146; C -0.854; C -0.247; C -0.512

***

No. 2
The following is a quantum chemistry calculation of a structure of composition C38H55BHfN10O2S5, from OMol25.

Properties
* LUMO energy: -5.723 eV
* gap between HOMO and LUMO: 6.12 eV
* energy relative to the best compared isomer or geometry (same formula, charge and spin): 3.072 eV
* total charge: +2
* HOMO energy: -11.84 eV

Positions of all 112 atoms, in Å:
Hf (0.429736, 2.692351, 1.165555)
C (5.412965, -0.291611, 2.367090)
C (4.383962, -0.725627, 1.364311)
C (4.413868, -2.010581, 0.749368)
C (3.280360, -2.492477, 0.044366)
N (2.220414, -1.750781, 0.091983)
N (2.131681, -0.604311, 0.710099)
B (0.789046, -1.011606, 0.106678)
N (0.398737, -0.486008, -1.267951)
N (-0.313970, -1.425874, -1.896768)
C (-0.667839, -1.251577, -3.142319)
C (-0.337888, 0.013812, -3.819797)
C (0.409160, 0.933120, -3.193816)
C (0.783749, 2.285698, -3.700167)
C (0.806865, 0.674844, -1.831470)
S (1.725712, 1.796419, -0.979906)
C (-1.568436, -2.247178, -3.783615)
C (-2.949462, -1.567160, -3.901190)
C (-1.619666, -3.462056, -2.979493)
C (-1.051804, -2.508513, -5.220190)
N (-0.296894, -1.488870, 1.015824)
N (-0.804066, -2.751381, 0.645931)
C (-1.777889, -3.173500, 1.376202)
C (-2.443242, -2.384610, 2.372590)
C (-2.042623, -1.138602, 2.670701)
C (-2.800901, -0.201731, 3.587369)
C (-0.831896, -0.729535, 2.012688)
S (0.069854, 0.536708, 2.798181)
C (-2.240149, -4.590660, 1.150285)
C (-2.467779, -5.246092, 2.522951)
C (-3.609216, -4.558016, 0.444316)
C (-1.318987, -5.425735, 0.337007)
C (3.171231, 0.048933, 1.261061)
S (2.984343, 1.638699, 1.871127)
C (3.225298, -3.827853, -0.713354)
C (1.934002, -3.871531, -1.469381)
C (4.445117, -4.041145, -1.717206)
C (3.232899, -4.935105, 0.384808)
H (6.376500, -0.841958, 2.267661)
H (5.020837, -0.448767, 3.365630)
H (5.592705, 0.772412, 2.371399)
H (5.341948, -2.569845, 0.756933)
H (-0.756725, 0.180592, -4.785390)
H (0.393144, 2.429888, -4.756182)
H (1.836642, 2.414987, -3.630889)
H (0.285842, 3.036511, -3.094118)
H (-3.515460, -1.554402, -2.942963)
H (-3.600702, -2.183964, -4.533370)
H (-2.853620, -0.605683, -4.294053)
H (-1.863955, -3.134825, -1.979234)
H (-0.667530, -3.960453, -2.976422)
H (-2.474332, -4.131822, -3.170016)
H (-1.197869, -1.731925, -5.945547)
H (-1.588437, -3.415899, -5.637902)
H (0.022996, -2.644964, -5.347650)
H (-3.354770, -2.772963, 2.917825)
H (-3.875418, -0.540261, 3.684944)
H (-2.657163, 0.809901, 3.201231)
H (-2.366445, -0.137070, 4.584804)
H (-3.367923, -4.844897, 2.938756)
H (-1.656675, -4.925577, 3.166420)
H (-2.528865, -6.361395, 2.505311)
H (-4.259917, -3.913422, 1.008925)
H (-4.164297, -5.548797, 0.413474)
H (-3.515726, -4.144867, -0.538383)
H (-0.263828, -5.367427, 0.718806)
H (-1.245286, -5.126042, -0.723476)
H (-1.616575, -6.474729, 0.401354)
H (1.830547, -2.972306, -2.090681)
H (1.001800, -3.902342, -0.908768)
H (2.015902, -4.804929, -2.091210)
H (4.296582, -3.392896, -2.618551)
H (4.196360, -5.127637, -2.024423)
H (5.440803, -3.995227, -1.371430)
H (2.602266, -4.668459, 1.256021)
H (4.231625, -4.998151, 0.799202)
H (2.969711, -5.943419, -0.057508)
C (-4.435840, 4.277312, 1.214409)
C (-3.128423, 3.646452, 0.924926)
S (-1.716075, 3.982385, 1.951758)
C (-2.985481, 2.722206, -0.005099)
C (-4.095266, 2.176529, -0.872236)
S (-1.420342, 2.059318, -0.446957)
H (-4.396427, 4.664276, 2.207186)
H (-5.316354, 3.691857, 1.102014)
H (-4.548857, 5.174863, 0.643951)
H (-4.399357, 2.911235, -1.616476)
H (-4.980496, 1.965041, -0.231255)
H (-3.652428, 1.357410, -1.458583)
N (2.013490, 3.480261, 4.955303)
C (0.953808, 3.759958, 4.241925)
N (-0.196594, 4.175403, 4.690684)
O (1.085934, 3.607892, 3.011977)
H (2.070803, 3.467366, 5.949109)
H (2.681705, 2.930966, 4.411875)
H (-0.418677, 4.317180, 5.657536)
H (-0.911309, 4.342109, 3.980240)
N (-0.809752, 8.049421, 0.142175)
C (0.469293, 8.140533, -0.322509)
O (0.954770, 9.200174, -0.714269)
C (1.297653, 6.884145, -0.292697)
C (2.585056, 6.836375, -0.768314)
C (3.351741, 5.749073, -0.532479)
C (2.717446, 4.544183, -0.125266)
N (1.416525, 4.554137, 0.199921)
C (0.719274, 5.685630, 0.125891)
H (-1.438214, 8.806334, 0.163965)
H (-1.155770, 7.293991, 0.580517)
H (3.003486, 7.800414, -1.079643)
H (4.457620, 5.668389, -0.591427)
H (3.314227, 3.614580, 0.084777)
H (-0.258118, 5.584739, 0.542645)

Cartesian forces (eV/Å) of the 6 atoms listed first:
Hf -1.05 -0.03 0.47
C 0.90 -0.35 -0.54
C -0.35 -2.16 0.12
C -0.03 2.50 0.51
C 1.16 -1.09 -0.62
N -1.12 -0.96 -0.03

These are the Mulliken partial charges, in e, on atoms 1 to 8: Hf 1.287; C -1.868; C 0.248; C -0.896; C 0.214; N 0.292; N -0.341; B -1.399

***

> Which value of gap between HOMO and LUMO does entry 1 give?

8.29 eV

***

> Among the records above, which one has the highest gap between HOMO and LUMO?

C38H54N4O6S